(1)
DFT (ωB97M-V with the def2-TZVPD basis set) results for 3 unconnected molecules or ions with the total composition C24H28BrN4 in a non-equilibrium geometry.

## Properties
total charge = +3
HOMO level = -13.53 eV
energy relative to the best compared isomer or geometry (same formula, charge and spin) = 5.40 kJ/mol

Each line ends with the natural charge from an NBO analysis.
CARTESIAN COORDINATES (ANGSTROEM)
Br  -0.030643  2.565726  2.261628  -0.9366
C  0.746164  -0.047896  -0.053198  -0.4186
N  1.325810  -1.120463  0.781398  -0.2474
C  1.671649  -0.774390  2.051904  0.1144
C  2.164212  -1.735601  2.930210  -0.1988
C  2.400093  -3.041438  2.472018  0.0203
C  1.987151  -3.354958  1.185847  -0.2214
C  1.431680  -2.410675  0.372850  0.1003
C  2.959510  -4.134953  3.318736  0.0554
C  2.127769  -5.080066  3.922648  -0.2081
C  2.716627  -6.064289  4.703941  0.1165
N  4.050881  -6.284176  4.647987  -0.2419
C  4.845613  -5.341155  4.113886  0.1106
C  4.343710  -4.279143  3.417704  -0.2097
C  4.552052  -7.526928  5.264448  -0.4259
H  0.867440  -0.271751  -1.116201  0.2083
H  1.306866  0.850444  0.186470  0.2747
H  -0.335338  0.043231  0.014641  0.2481
H  1.508553  0.274777  2.291384  0.3069
H  2.453914  -1.418337  3.921894  0.2692
H  1.999551  -4.323561  0.702123  0.2607
H  1.138149  -2.649772  -0.638410  0.2427
H  1.074766  -4.835617  3.921813  0.2644
H  2.070577  -6.760954  5.219768  0.2600
H  5.872298  -5.388917  4.455598  0.2591
H  5.005661  -3.541195  2.987702  0.2670
H  5.509054  -7.840602  4.853721  0.2559
H  3.828622  -8.309535  5.052116  0.2466
H  4.679336  -7.413137  6.340192  0.2551
C  -2.563335  0.807830  -6.925692  -0.4285
N  -2.472327  1.835796  -5.875774  -0.2455
C  -1.523800  1.726864  -4.950869  0.1064
C  -1.497381  2.493903  -3.783216  -0.2020
C  -2.513081  3.410741  -3.602875  0.0519
C  -3.456139  3.558045  -4.647909  -0.2018
C  -3.423625  2.796078  -5.784799  0.1057
C  -2.733527  4.089418  -2.297217  0.0188
C  -2.927302  5.490382  -2.195319  -0.2068
C  -3.016085  6.055229  -0.917675  0.1208
N  -2.738427  5.319600  0.165899  -0.2389
C  -2.534148  3.988189  0.104896  0.1236
C  -2.602966  3.355614  -1.101774  -0.2062
C  -2.863038  5.911540  1.522569  -0.4186
H  -3.471494  0.912657  -7.512531  0.2524
H  -2.481275  -0.201033  -6.527646  0.2467
H  -1.735657  0.889849  -7.632132  0.2531
H  -0.676217  1.062661  -5.050953  0.2511
H  -0.701359  2.400909  -3.058731  0.2599
H  -4.211592  4.324065  -4.537101  0.2612
H  -4.199792  2.858570  -6.532624  0.2654
H  -3.125283  6.037938  -3.104867  0.2575
H  -3.141026  7.113583  -0.740137  0.2554
H  -2.526942  3.522024  1.081421  0.2923
H  -2.525670  2.279302  -1.165852  0.2456
H  -2.130705  5.387358  2.134510  0.2674
H  -3.877686  5.823425  1.903976  0.2474
H  -2.601846  6.964792  1.447606  0.2379

Force components x, y, z for each atom (eV/Å):
Br -0.15 -0.22 -0.44
C 0.34 -0.21 -1.26
N -0.37 -0.42 0.79
C -0.14 -0.61 -0.56
C 0.59 -0.08 -0.54
C -0.74 0.36 0.40
C -0.42 -0.38 -0.75
C 0.15 1.38 -0.01
C 0.43 -0.31 -0.61
C 0.73 1.30 0.81
C -0.67 -0.32 -1.55
N -1.17 0.55 0.57
C 0.70 -0.32 0.89
C -0.52 0.42 0.04
C 0.37 -0.40 0.39
H 0.62 -0.31 0.13
H -0.57 0.26 0.06
H 0.11 0.14 1.03
H -0.08 0.09 0.24
H -0.09 -0.04 0.07
H 0.45 -0.29 0.60
H -0.15 0.17 0.00
H -0.17 -0.67 0.17
H 0.37 -0.25 0.17
H 0.24 -0.31 -0.73
H 0.12 -0.04 0.10
H -0.04 0.34 -0.24
H 0.01 0.02 0.08
H -0.16 0.15 -0.01
C 0.59 -0.35 -1.14
N -0.44 -0.38 -0.28
C 1.18 0.61 1.48
C -0.39 0.05 -0.86
C -1.47 -0.18 -0.27
C 0.36 0.88 0.60
C 0.21 -0.33 0.87
C 0.78 1.14 0.95
C -0.62 -1.26 0.48
C 1.04 -0.15 -0.99
N -0.80 -0.18 0.14
C -1.14 0.56 0.52
C 0.42 -0.27 -1.28
C 0.66 0.35 -0.17
H -0.13 0.10 0.31
H -0.30 0.17 0.40
H 0.07 0.35 0.12
H -0.43 -0.47 -0.69
H 0.05 -0.23 -0.08
H -0.21 -0.16 -0.12
H 0.19 -0.12 -0.21
H 0.20 0.46 0.20
H -0.24 0.01 -0.13
H 0.61 -0.44 -0.19
H 0.10 -0.01 0.25
H -0.15 0.11 0.24
H 0.01 -0.24 -0.11
H 0.04 -0.04 0.11

(2)
DFT (ωB97M-V with the def2-TZVPD basis set) results for a single C4H6N2O2 molecule in a non-equilibrium geometry.

## Properties
total charge = 0
HOMO level = -9.20 eV
energy relative to the best compared isomer or geometry (same formula, charge and spin) = 517.77 kJ/mol
SMILES = [H]/N=C\N1CC(=O)CO1

Each line ends with the natural charge from an NBO analysis.
CARTESIAN COORDINATES (ANGSTROEM)
H  2.550340  -1.580244  -0.170797  0.3480
N  2.017294  -1.935646  0.493411  -0.6673
C  0.897459  -1.551740  0.840260  0.2718
N  0.148344  -0.433873  0.441286  -0.2110
C  -1.326096  -0.162931  0.129805  -0.3587
C  -1.112003  1.277510  -0.608906  0.5742
O  -1.990709  2.074350  -0.562173  -0.4939
C  0.325754  1.427218  -0.702773  -0.2125
O  0.892755  0.181454  -0.579684  -0.3762
H  0.447519  -2.253431  1.479483  0.1711
H  -1.993900  0.232196  1.127163  0.2375
H  -1.983088  -0.935392  -0.339231  0.2312
H  0.557983  1.663258  -1.823191  0.2510
H  0.568347  1.997270  0.275348  0.2346

Force components x, y, z for each atom (eV/Å):
H 2.52 2.83 -3.66
N -0.70 -2.94 3.08
C -1.72 0.14 -0.55
N -0.93 -0.30 0.21
C -0.53 1.41 2.32
C -2.32 -2.60 2.84
O -0.20 0.86 -1.15
C 1.56 1.25 -1.72
O 0.11 -0.72 -0.47
H -1.49 -0.15 1.31
H 2.26 -1.38 -2.51
H 1.09 0.43 -0.05
H 0.18 0.93 2.36
H 0.17 0.23 -2.02

(3)
DFT (ωB97M-V with the def2-TZVPD basis set) results for a gas-phase ion, C10H16FNP (charge +1) in a non-equilibrium geometry.

## Properties
total charge = +1
HOMO level = -12.15 eV
energy relative to the best compared isomer or geometry (same formula, charge and spin) = 0.00 kJ/mol
SMILES = CCc1ccc([C@](F)(P)C[NH3+])cc1

Each line ends with the natural charge from an NBO analysis.
CARTESIAN COORDINATES (ANGSTROEM)
C  3.970348  1.231523  0.755437  -0.6037
C  3.297211  0.851414  -0.585613  -0.4164
C  1.819032  0.724078  -0.550423  0.0249
C  1.213326  -0.239422  -1.311509  -0.2012
C  -0.121495  -0.565836  -1.176684  -0.1483
C  -0.991401  0.331158  -0.534877  -0.1870
C  -2.447208  -0.019651  -0.372736  0.1455
F  -3.022093  -0.540870  -1.518053  -0.3801
P  -3.403906  1.471385  0.231344  0.2492
C  -2.541146  -1.325447  0.762961  -0.2934
N  -3.882248  -1.899081  0.718611  -0.6996
C  -0.423032  1.510539  -0.048803  -0.1694
C  0.973440  1.663532  0.116463  -0.2026
H  3.377133  1.931172  1.317517  0.2004
H  4.913071  1.809673  0.625017  0.2302
H  4.074274  0.324553  1.265100  0.2156
H  3.812174  -0.205703  -0.923686  0.2051
H  3.507492  1.444420  -1.403792  0.2295
H  1.879196  -0.880042  -1.945152  0.2261
H  -0.569052  -1.304383  -1.762633  0.2089
H  -2.983864  2.195880  -0.883982  0.0304
H  -4.730836  1.139214  -0.523608  0.0151
H  -2.324430  -0.699243  1.717619  0.2507
H  -1.754864  -1.982084  0.524619  0.2469
H  -4.598155  -1.184116  0.980507  0.4511
H  -4.194946  -2.718883  1.222416  0.4552
H  -3.810904  -2.025067  -0.317907  0.4715
H  -1.108987  2.338995  0.266118  0.2169
H  1.397818  2.473136  0.628416  0.2282

Force components x, y, z for each atom (eV/Å):
C 0.07 1.83 -1.82
C 1.64 -3.51 1.01
C -0.94 1.41 1.02
C 0.51 -2.25 -0.66
C -0.24 1.96 0.10
C 0.82 -0.35 -0.21
C -0.09 -1.41 1.82
F 0.00 -0.49 -0.56
P -2.20 -0.49 -0.94
C 1.42 5.70 1.65
N -0.75 1.26 -1.56
C -0.14 0.94 1.33
C -0.86 -2.28 -2.03
H -0.55 0.06 0.39
H -0.34 -0.98 -0.08
H 0.55 -1.00 1.23
H -1.49 2.38 0.79
H 0.79 1.80 -1.51
H -0.80 0.54 0.63
H -0.36 -1.53 -0.68
H 0.03 0.39 -0.16
H 1.79 0.17 1.17
H -0.39 -1.77 -1.25
H 0.60 -1.18 -0.17
H 0.61 -0.32 -0.72
H 0.81 -0.73 0.14
H -1.78 -0.46 0.44
H 0.99 -0.83 0.07
H 0.29 1.11 0.57

(4)
DFT (ωB97M-V with the def2-TZVPD basis set) results for a molecular structure, C3H6IN2S in a non-equilibrium geometry.

## Properties
total charge = +1
HOMO level = -13.29 eV
energy relative to the best compared isomer or geometry (same formula, charge and spin) = 285.87 kJ/mol

Each line ends with the natural charge from an NBO analysis.
CARTESIAN COORDINATES (ANGSTROEM)
C  -0.552769  1.487797  0.629184  -0.3880
C  -1.782460  1.287260  0.137308  0.0258
C  1.971738  -1.547479  0.547301  -0.0451
N  1.273650  -0.460731  0.741294  -0.6268
N  -2.375840  0.609289  -0.923083  -0.7890
S  2.985227  -1.851228  -0.830530  0.0744
I  1.252118  0.996589  -0.564622  0.9264
H  -0.240879  2.162281  1.422141  0.2634
H  -2.469563  1.721986  0.945957  0.2601
H  1.836184  -2.353834  1.346162  0.2652
H  -1.887354  0.571850  -1.847784  0.4114
H  -3.398876  0.514866  -0.956820  0.4296
H  3.388824  -3.138646  -0.646507  0.1925

Force components x, y, z for each atom (eV/Å):
C 0.98 0.62 -1.83
C -1.78 -0.05 0.83
C -1.06 0.20 0.89
N 1.60 -3.34 0.92
N 1.22 0.93 -0.04
S 0.11 -0.12 -0.03
I -1.42 1.05 0.02
H -0.26 -0.29 -0.22
H 0.41 -0.95 -1.32
H 0.28 1.20 -1.10
H -0.72 -0.04 1.46
H 1.00 0.31 0.13
H -0.35 0.47 0.29

(5)
DFT (ωB97M-V with the def2-TZVPD basis set) results for a single C18H20N4S2 molecule.

## Properties
total charge = 0
HOMO level = -8.11 eV
energy relative to the best compared isomer or geometry (same formula, charge and spin) = 2.05 kJ/mol
SMILES = S=C(Nc1ccccc1)N1CCN(C(=S)Nc2ccccc2)CC1

Each line ends with the natural charge from an NBO analysis.
CARTESIAN COORDINATES (ANGSTROEM)
S  -2.222200  -1.934099  -0.880101  -0.2478
C  -1.940751  -0.562252  0.002224  0.3020
N  -2.906323  0.368657  0.242566  -0.6263
C  -4.288435  0.263123  0.043983  0.2389
C  -4.981869  -0.933545  0.185200  -0.2495
C  -6.353049  -0.956906  0.009469  -0.1923
C  -7.047965  0.201767  -0.291933  -0.2281
C  -6.361987  1.399055  -0.408405  -0.1974
C  -4.991566  1.432200  -0.239463  -0.2701
N  -0.710686  -0.313571  0.529832  -0.4264
C  0.462864  -0.993677  0.030194  -0.2383
C  1.268990  -0.038574  -0.854359  -0.2342
N  1.594133  1.174883  -0.123931  -0.4470
C  2.728007  1.889542  -0.336693  0.3068
S  2.786269  3.536660  -0.177146  -0.2378
N  3.863226  1.238584  -0.726527  -0.6375
C  4.330173  -0.021473  -0.333803  0.2283
C  5.318048  -0.634488  -1.101442  -0.2654
C  5.812222  -1.871698  -0.735543  -0.1859
C  5.334101  -2.509137  0.397643  -0.2340
C  4.369636  -1.891009  1.175561  -0.1787
C  3.871424  -0.651896  0.820229  -0.2886
C  0.420367  1.844597  0.394671  -0.2351
C  -0.340415  0.860043  1.288202  -0.2297
H  -2.598196  1.320461  0.388609  0.3915
H  -4.452879  -1.839313  0.428657  0.2416
H  -6.881821  -1.892140  0.115240  0.2150
H  -8.118151  0.174504  -0.429604  0.2135
H  -6.894022  2.311595  -0.633106  0.2147
H  -4.457949  2.369223  -0.330213  0.2040
H  1.067155  -1.331063  0.876489  0.2007
H  0.144879  -1.860551  -0.550506  0.2687
H  0.656185  0.227570  -1.727997  0.2029
H  2.173979  -0.530704  -1.203311  0.2345
H  4.567723  1.864831  -1.095180  0.4240
H  5.691363  -0.134091  -1.982901  0.2162
H  6.574530  -2.340487  -1.339272  0.2183
H  5.719050  -3.476959  0.678856  0.2174
H  4.009863  -2.371483  2.073228  0.2158
H  3.144382  -0.155179  1.444069  0.2224
H  -0.220159  2.182599  -0.432148  0.1912
H  0.740445  2.719557  0.962881  0.2564
H  0.324579  0.530555  2.094802  0.2101
H  -1.205158  1.334271  1.750993  0.2155

Force components x, y, z for each atom (eV/Å):
S -0.20 -0.47 -0.41
C 0.13 -0.29 -0.06
N 0.57 0.56 0.32
C -0.52 -0.04 -0.11
C 0.03 -0.04 0.11
C 0.00 0.08 0.01
C -0.12 0.05 -0.04
C -0.09 0.00 0.03
C 0.18 -0.12 0.00
N -0.29 0.15 0.07
C 0.33 -0.22 -0.39
C -0.05 -0.49 -0.04
N 0.31 0.05 0.00
C -0.15 0.39 0.02
S 0.15 0.51 -0.02
N 0.09 -0.02 -0.40
C 0.13 -0.46 0.20
C -0.14 0.11 0.04
C 0.04 -0.02 0.06
C 0.04 -0.11 0.02
C 0.03 -0.06 -0.03
C 0.04 0.16 -0.04
C -0.21 0.08 0.51
C 0.05 0.37 -0.07
H 0.00 -0.21 0.07
H 0.00 0.00 0.01
H -0.04 -0.08 0.01
H -0.09 0.00 -0.02
H -0.03 0.07 -0.02
H 0.06 0.08 -0.04
H -0.01 0.03 -0.01
H 0.12 0.15 0.15
H 0.07 -0.03 0.04
H -0.12 0.04 -0.01
H -0.21 -0.01 0.15
H 0.01 0.04 -0.12
H 0.06 -0.04 -0.06
H 0.03 -0.09 0.02
H -0.04 -0.04 0.08
H -0.07 0.02 0.04
H 0.05 0.03 0.04
H -0.11 -0.14 -0.11
H -0.08 0.09 -0.01
H 0.04 -0.06 -0.01

(6)
DFT (ωB97M-V with the def2-TZVPD basis set) results for a molecular structure, C10H10CaN2O4S in a non-equilibrium geometry.

## Properties
total charge = +2
HOMO level = -15.59 eV

Each line ends with the natural charge from an NBO analysis.
CARTESIAN COORDINATES (ANGSTROEM)
Ca  0.523271  -0.202857  0.029725  1.7026
C  -1.134927  -0.950569  1.638606  0.3794
O  -1.878127  -1.414953  2.384384  -0.3508
C  0.632183  -2.750215  0.305130  0.3738
O  0.638111  -3.857881  0.641268  -0.3591
C  1.504971  -1.336170  2.186999  0.3970
O  1.911902  -1.929009  3.092689  -0.3379
C  -1.352294  -1.865768  -0.921907  0.3979
O  -2.044369  -2.753305  -1.179684  -0.3588
C  3.750515  -1.673505  -2.642238  -0.4164
H  3.131454  -1.302918  -3.474048  0.2071
H  4.436043  -0.971537  -2.141511  0.2085
C  3.652466  -2.944428  -2.224531  -0.3916
H  4.195647  -3.288322  -1.324843  0.2077
H  2.939060  -3.645540  -2.695040  0.2072
C  -0.497821  3.462351  1.514936  -0.4208
N  -1.389502  2.581218  0.757398  -0.3301
C  -2.755364  2.425890  0.973913  -0.0345
C  -3.204346  1.520472  0.062839  -0.0623
N  -2.098263  1.125001  -0.682580  -0.5454
C  -0.996462  1.876987  -0.338742  0.0953
S  0.459424  2.127932  -1.209819  -0.3054
H  0.212803  2.872927  2.111101  0.2163
H  0.075849  4.109419  0.844372  0.2614
H  -1.091669  4.085996  2.190942  0.2535
H  -3.269863  2.988490  1.750007  0.2769
H  -4.203126  1.161331  -0.130098  0.2763
H  -2.147567  0.548962  -1.519267  0.4522

Force components x, y, z for each atom (eV/Å):
Ca 1.17 0.15 -0.97
C -3.83 -1.75 3.74
O 2.71 1.71 -2.74
C 0.62 -5.74 1.29
O -0.07 4.52 -1.47
C 2.56 -2.08 4.61
O -1.76 2.44 -3.79
C -3.22 -3.47 -1.79
O 2.62 3.44 1.01
C -0.31 -0.13 0.37
H 0.56 -0.17 0.30
H -0.32 -0.34 -0.43
C -0.61 0.32 0.50
H -0.14 0.06 -0.81
H 0.65 0.35 0.22
C 0.21 0.37 0.28
N -0.16 -0.03 -0.35
C 0.26 -0.26 -0.16
C 0.28 0.21 0.38
N 0.03 0.49 -0.15
C -0.98 0.70 0.27
S -0.07 -0.69 0.22
H -0.25 0.12 -0.16
H -0.23 -0.18 0.02
H 0.08 -0.23 -0.21
H 0.13 -0.29 -0.29
H 0.13 -0.10 0.05
H -0.02 0.58 0.06